Entry 1:
DFT (the ωB97M-V functional and the def2-TZVPD basis) results for a molecular structure, C2H2BrI.

Positions of all 6 atoms, in Å:
I: -0.202 -1.743 1.895
Br: -2.153 -0.700 -0.594
C: -0.521 -1.271 -0.074
C: 0.642 1.136 -0.062
H: 0.757 2.039 -0.567
H: 1.477 0.539 -0.598

Calculated values
* gap between HOMO and LUMO (spin up / spin down): 7.1 / 6.9 eV
* highest occupied orbital energy (spin up / spin down): -8.51 / -8.51 eV
* multiplicity: 1
* lowest unoccupied orbital energy (spin up / spin down): -1.38 / -1.62 eV

What are the natural (NBO) partial charges on each atom? They are as follows, in elementary charge units: 0.241 0.180 -0.450 -0.137 0.069 0.097

***

Entry 2:
DFT (the ωB97M-V functional and the def2-TZVPD basis) results for a molecular structure, C23H23MgPSb.

Positions of all 49 atoms, in Å:
Sb: 0.232 -0.280 -0.018
P: -0.750 3.652 -1.899
Mg: 1.075 1.925 -1.929
C: 3.777 -1.036 2.567
C: -1.503 -2.641 1.309
C: -1.076 1.294 2.363
C: 2.442 -1.025 2.121
C: 4.834 -0.987 1.652
C: 3.226 -1.027 -0.173
C: -2.699 -3.294 1.649
C: 0.342 -1.982 -3.649
C: -1.343 2.450 3.115
C: -0.505 3.572 3.002
C: -2.778 -1.000 0.058
C: 2.175 -0.949 0.743
C: -0.219 0.227 -4.162
C: -3.971 -1.640 0.423
C: 4.558 -0.983 0.269
C: 0.831 -0.617 -3.618
C: 0.014 1.276 1.482
C: -0.917 -2.013 -4.278
C: -3.933 -2.800 1.211
C: -1.275 -0.665 -4.606
C: 0.902 2.359 1.438
C: -1.552 -1.496 0.506
C: 0.625 3.519 2.175
H: 3.018 -1.087 -1.246
H: -2.671 -4.195 2.275
H: 5.872 -0.966 1.999
H: 1.791 2.336 0.807
H: -1.522 -2.922 -4.468
H: -4.863 -3.306 1.485
H: -4.934 -1.231 0.102
H: -1.729 0.431 2.465
H: -1.527 3.951 -3.053
H: 5.385 -0.957 -0.448
H: -2.221 -0.344 -5.072
H: -1.887 3.210 -1.127
H: -0.516 5.034 -1.362
H: -0.552 -3.011 1.686
H: -0.733 4.484 3.562
H: 1.294 4.389 2.096
H: -0.048 1.275 -4.460
H: 1.890 -0.324 -3.503
H: -2.817 -0.097 -0.546
H: 3.993 -1.082 3.648
H: 0.847 -2.844 -3.221
H: -2.212 2.476 3.787
H: 1.632 -1.058 2.840

Calculated values
* charge: -1
* gap between HOMO and LUMO: 4.3 eV
* highest occupied orbital energy: -1.64 eV
* multiplicity: 1
* lowest unoccupied orbital energy: 2.66 eV

What are the natural (NBO) partial charges on each atom? They are as follows, in elementary charge units: 0.993 -0.141 0.259 -0.226 -0.243 -0.184 -0.236 -0.219 -0.152 -0.215 -0.351 -0.245 -0.232 -0.174 -0.358 -0.452 -0.228 -0.234 -0.416 -0.400 -0.337 -0.230 -0.346 -0.269 -0.343 -0.222 0.227 0.204 0.205 0.243 0.188 0.206 0.207 0.209 0.022 0.213 0.184 0.021 0.042 0.211 0.203 0.211 0.186 0.204 0.209 0.205 0.186 0.203 0.212

***

Entry 3:
DFT (the ωB97M-V functional and the def2-TZVPD basis) results for a single C3H4ClNS molecule.

Positions of all 10 atoms, in Å:
Cl: 1.671 -1.044 -0.204
S: -2.037 -0.691 0.069
N: -0.451 1.508 -0.507
C: -0.728 0.245 -0.070
C: 0.665 0.108 0.532
C: 0.943 1.657 0.283
H: -1.126 2.084 -1.125
H: 1.906 2.040 -0.354
H: 0.516 -0.309 1.654
H: 0.750 2.364 1.278

Calculated values
* gap between HOMO and LUMO: 9.2 eV
* highest occupied orbital energy: -8.63 eV
* multiplicity: 1
* lowest unoccupied orbital energy: 0.59 eV

What are the natural (NBO) partial charges on each atom? They are as follows, in elementary charge units: 0.033 -0.079 -0.606 0.071 -0.345 -0.213 0.424 0.241 0.249 0.225

***

Entry 4:
DFT (the ωB97M-V functional and the def2-TZVPD basis) results for a molecular structure, C57H73IN6O5STi.

Positions of all 144 atoms, in Å:
I: -4.291 -0.197 1.090
Ti: 1.170 -0.626 -0.404
S: 4.269 -0.638 -1.779
O: 0.918 1.251 -1.027
O: 1.921 -2.212 -1.273
O: -4.734 -2.504 -2.343
O: 1.896 -1.055 1.320
O: 2.302 -2.694 -3.414
N: -0.394 -0.838 -1.889
N: -0.335 -2.375 0.075
N: 3.157 0.062 -0.884
N: -4.797 -0.237 -2.427
N: -0.145 0.236 0.966
N: 3.337 -4.460 -0.462
C: -1.694 -2.006 6.598
C: -3.050 5.671 1.282
C: 3.807 -2.162 2.960
C: 1.352 -1.714 3.597
C: 0.288 -1.774 4.513
C: 2.301 -3.000 -2.234
C: -1.731 -1.216 -1.483
C: -0.559 3.153 -1.089
C: 3.159 -1.859 5.320
C: -7.059 -0.608 -3.385
C: -3.137 4.177 1.609
C: -2.473 -3.373 -0.303
C: -2.208 -1.488 -3.909
C: 2.444 -3.914 4.080
C: 7.484 0.971 0.081
C: -1.513 3.823 -0.346
C: 4.447 0.366 -3.247
C: -2.143 -1.437 5.252
C: -4.115 1.053 -2.424
C: -0.715 4.991 -2.827
C: 5.602 0.912 -5.266
C: 7.936 -1.360 -0.336
C: -0.215 2.676 -3.525
C: 5.860 -0.387 -1.025
C: -4.509 3.648 1.168
C: -0.688 1.408 0.652
C: -0.099 1.937 -0.550
C: -0.038 -3.358 0.929
C: 2.676 -4.396 -1.756
C: 6.689 -1.494 -0.935
C: 3.426 1.244 -3.561
C: -6.237 -0.249 -2.158
C: 1.089 -1.054 2.406
C: -4.451 1.894 -3.645
C: -0.926 -4.370 1.228
C: -2.672 -1.404 -2.626
C: 6.245 0.848 -0.522
C: -1.184 -0.518 3.111
C: -2.167 -4.368 0.606
C: -0.857 -1.274 -4.190
C: -0.971 -1.233 4.292
C: -4.162 -1.424 -2.411
C: -3.137 -2.413 4.606
C: -0.144 -0.409 2.212
C: 5.538 0.186 -4.088
C: 4.586 1.802 -5.594
C: 3.504 1.969 -4.743
C: 8.328 -0.132 0.171
C: -0.010 -0.893 -3.121
C: -3.003 4.018 3.129
C: -1.521 -2.396 -0.538
C: -0.007 3.702 -2.402
C: -2.053 3.370 0.890
C: 1.488 4.015 -2.238
C: 2.674 -2.400 3.965
C: -2.851 -0.097 5.503
C: -1.644 2.163 1.376
H: -5.520 2.107 -3.699
H: 6.448 0.783 -5.928
H: -6.900 0.105 -4.197
H: -2.151 -0.431 -0.838
H: -2.061 6.082 1.503
H: -0.645 -5.137 1.936
H: -6.496 0.740 -1.780
H: 2.588 1.368 -2.884
H: -3.424 -3.339 -0.821
H: -3.509 -2.031 3.652
H: -0.315 5.315 -3.790
H: -2.661 -3.382 4.428
H: 3.601 -2.614 1.991
H: 1.029 -0.661 -3.328
H: -3.180 2.990 3.449
H: -2.917 -1.660 -4.711
H: 4.085 -2.363 5.610
H: -2.893 -5.140 0.827
H: -8.123 -0.608 -3.138
H: 3.383 -4.422 4.316
H: -3.923 2.850 -3.600
H: -3.781 6.211 1.886
H: -4.161 1.381 -4.565
H: -2.559 -2.102 7.257
H: -0.556 5.804 -2.116
H: 4.720 -2.614 3.357
H: 6.331 -0.505 -3.826
H: 3.359 -0.787 5.255
H: -1.280 2.456 -3.654
H: 0.460 -2.315 5.433
H: 2.045 3.141 -1.902
H: -3.996 -2.570 5.266
H: 5.586 1.705 -0.600
H: 6.361 -2.450 -1.326
H: -0.449 -1.341 -5.187
H: 0.942 -3.312 1.382
H: -2.165 -0.145 2.849
H: 7.797 1.926 0.482
H: -3.295 0.297 4.586
H: -5.304 4.204 1.670
H: -2.057 1.754 2.282
H: 4.641 2.366 -6.516
H: 2.429 -2.016 6.114
H: 1.722 -4.156 4.862
H: -1.792 4.840 -2.946
H: -1.253 -3.000 6.494
H: 1.630 4.812 -1.505
H: 2.712 2.664 -4.992
H: 2.880 -3.812 0.172
H: 9.296 -0.030 0.645
H: -3.746 4.642 3.630
H: 3.986 -1.100 2.793
H: -4.379 1.564 -1.495
H: 1.739 -4.961 -1.713
H: 8.592 -2.217 -0.260
H: -0.967 -1.356 7.091
H: 0.300 1.741 -3.317
H: -6.795 -1.604 -3.740
H: 3.287 -4.869 -2.522
H: 2.072 -4.326 3.138
H: 3.328 1.052 -0.728
H: -6.417 -0.954 -1.348
H: -1.886 4.759 -0.733
H: 4.298 -4.144 -0.540
H: -2.011 4.320 3.475
H: -4.619 2.584 1.391
H: -3.039 0.894 -2.374
H: 1.913 4.351 -3.189
H: -2.155 0.645 5.904
H: 0.158 3.078 -4.472
H: -3.286 5.881 0.237
H: -3.661 -0.233 6.223
H: -4.641 3.767 0.088

Calculated values
* gap between HOMO and LUMO (spin up / spin down): 6.8 / 4.9 eV
* highest occupied orbital energy (spin up / spin down): -6.89 / -6.88 eV
* multiplicity: 3
* lowest unoccupied orbital energy (spin up / spin down): -0.12 / -1.93 eV

Here are the Löwdin charges for atoms 1 to 99, given in e: 0.175 1.172 1.124 -0.187 -0.217 0.054 -0.200 0.045 0.018 0.072 -0.347 -0.060 0.068 0.027 -0.068 -0.063 -0.052 -0.094 0.030 -0.621 -0.213 -0.083 -0.047 -0.071 -0.548 0.012 0.004 -0.036 -0.061 0.062 -0.355 -0.553 -0.231 -0.060 -0.066 -0.065 -0.026 -0.390 -0.064 -0.169 -0.226 -0.091 -0.178 -0.083 -0.072 -0.225 -0.262 -0.065 -0.024 -0.054 -0.061 0.017 -0.022 0.018 -0.147 -0.474 -0.042 -0.173 -0.066 -0.068 -0.057 -0.067 -0.122 -0.047 -0.176 -0.521 -0.143 -0.031 -0.529 -0.047 0.011 0.069 0.109 0.063 0.072 0.092 0.111 0.117 0.069 0.102 0.032 0.088 0.084 0.064 0.109 0.073 0.133 0.084 0.117 0.075 0.087 0.063 0.084 0.078 0.084 0.089 0.086 0.114 0.092